17
Properties=species:S:1:pos:R:3:forces:R:3 method="wB97M-V/def2-TZVPD" e_lumo_ha=0.15422 gap_ha=0.27690 total_charge=-1
H 0.230601 -1.876287 0.151395 -0.1 0.1 0.4
H 0.588244 -0.322470 2.858280 -0.4 -0.5 0.1
H -1.410492 -1.215813 0.345761 0.2 0.3 0.7
C -0.386979 -0.968335 -0.005936 -0.3 -1.1 -1.7
C -0.107210 0.255084 2.250307 -0.5 0.2 -0.7
H 1.296260 -0.173862 -1.766341 -0.4 -0.9 0.9
H -1.158869 -0.048752 2.299807 0.2 -0.3 0.7
H -1.626651 1.646967 -2.304104 -0.1 0.2 -0.1
O -1.770638 1.453154 -1.374697 0.0 -0.4 -0.2
H -0.069199 1.264509 2.663083 0.1 0.2 -0.2
C 0.244440 0.184553 0.747581 1.0 1.0 1.1
H 2.488958 -0.592339 -2.520773 0.4 -0.3 0.0
O -0.519942 -0.799802 -1.398579 0.2 1.0 0.6
O 2.184510 -0.584331 -1.608287 0.1 0.8 -0.8
H 0.028362 1.149673 0.290340 -0.5 -0.1 -0.2
H -1.350993 0.488423 -1.359692 0.2 0.2 0.0
H 1.339591 0.139624 0.731852 0.0 -0.3 -0.5

17
Properties=species:S:1:pos:R:3:forces:R:3 method="wB97M-V/def2-TZVPD" e_lumo_ha=0.14619 gap_ha=0.27060 total_charge=-1
H -2.262999 2.943532 0.154368 -0.3 -1.4 -1.0
O -0.602552 -0.087675 -0.151705 0.1 -0.5 -0.1
H 1.435208 -0.363067 -1.719190 0.8 1.3 1.8
O -2.543522 2.216729 -0.468394 1.9 -0.3 1.2
H 0.812446 -0.066806 1.266081 0.5 -0.4 0.4
O -2.006045 -1.916831 1.271485 0.6 0.4 -1.1
H 0.687017 -1.648625 0.399715 0.5 0.4 -0.3
H 3.748259 0.417134 -1.280720 0.6 -0.5 -0.2
H 1.310476 1.111623 -0.652604 0.3 1.1 -0.5
C 0.646503 -0.532903 0.276491 -0.5 1.8 -0.3
H -1.838867 -1.090616 0.676924 0.4 -0.9 0.8
H -1.811266 1.482390 -0.360351 -1.2 1.3 -0.1
C 1.759312 0.147798 -0.688330 -4.6 -3.9 -2.1
H 3.328746 0.835640 0.350327 0.4 -0.4 -0.5
C 3.180121 0.044106 -0.440375 1.1 2.6 2.3
H -1.242795 -2.457763 0.972887 -0.8 0.5 0.4
H 3.535110 -0.815238 0.094763 0.3 -1.0 -0.5

18
Properties=species:S:1:pos:R:3:forces:R:3 method="wB97M-V/def2-TZVPD" e_lumo_ha=0.15073 gap_ha=0.32119 total_charge=-1
H -1.297471 -1.047852 0.278383 0.3 -0.1 1.0
H -1.149327 1.692175 0.621863 0.4 0.7 0.1
H -0.764905 2.465421 1.858258 -0.6 -0.1 4.2
O 0.782965 1.442868 -1.745965 -1.1 0.2 3.3
C 0.628209 0.029620 -1.491251 0.1 -1.0 0.1
O -0.840728 -1.876146 0.726447 -0.9 0.4 -0.8
H 1.127969 -0.411144 -2.333080 1.0 -0.5 -0.3
O -1.968223 0.415025 0.207287 -0.3 0.2 0.8
H -2.568145 0.376016 0.987971 0.6 -0.1 -0.9
C 1.139316 -0.511527 -0.071397 -1.8 2.5 0.5
O -0.582692 2.545448 0.983530 -0.1 -1.0 -4.6
H 1.051761 -1.961634 1.464460 -0.1 -0.3 -0.1
H 0.852846 -2.806928 -0.138655 -0.5 1.6 0.8
H 0.429792 1.894652 -0.879846 0.8 -0.9 -2.3
H 2.220270 -0.450900 0.118829 0.0 -0.6 -0.8
H 0.828679 0.431284 0.595381 0.1 -2.3 -0.8
H -0.400510 -0.348766 -1.686566 0.2 0.8 0.8
C 0.510193 -1.877612 0.504351 2.0 0.5 -1.0

17
Properties=species:S:1:pos:R:3:forces:R:3 method="wB97M-V/def2-TZVPD" e_lumo_ha="-0.26259 / -0.26271" gap_ha="0.20395 / 0.20513" total_charge=+1
H -0.735064 0.698631 -2.714678 0.1 0.0 0.0
C -0.839714 0.872430 -1.642252 -0.1 -0.4 0.2
H -1.843923 0.574147 -1.343629 0.0 0.0 0.0
S 0.054095 -0.674572 2.512169 0.3 0.1 -1.4
H 1.653067 1.916490 -0.163555 -0.1 -0.1 0.0
P 0.427998 -0.099605 -0.734541 -0.2 0.7 1.3
H -0.202235 -2.464301 -1.854766 -0.3 -0.1 0.1
H -2.328709 -0.656026 2.446641 -0.1 -0.1 0.1
H -0.714431 1.932502 -1.432124 0.1 0.0 0.1
C 1.886485 1.003243 -0.710111 -0.1 -0.3 0.1
H 1.685552 -2.455574 -1.051309 0.2 -0.1 0.3
C -1.569223 -0.367673 3.171197 0.1 0.5 -0.4
H -1.675226 -0.983738 4.066185 0.1 -0.2 0.0
P 0.983934 -1.746893 -2.029212 0.1 0.1 -0.3
H -1.670286 0.683725 3.432857 -0.1 0.0 0.0
H 2.165568 1.258891 -1.733564 0.0 0.0 0.0
H 2.722113 0.508323 -0.219308 0.0 0.0 0.0

23
Properties=species:S:1:pos:R:3:forces:R:3 method="wB97M-V/def2-TZVPD" e_lumo_ha=-0.31721 gap_ha=0.09591 total_charge=+1
H 1.950341 -1.099581 0.936325 0.3 0.0 -0.3
H -2.702064 1.043370 -0.102197 0.1 -0.6 -0.3
O -2.214592 -2.319852 0.098520 -0.2 -0.4 0.5
Cd -2.472211 -3.434008 -1.838031 -0.5 0.0 -1.1
O 4.386491 1.296218 1.591411 -2.8 0.1 -0.3
P 2.934238 1.637680 0.867123 1.2 3.2 -1.3
O 1.810606 2.154724 1.974154 1.7 -1.2 -0.8
H 0.020108 -1.865216 -1.061365 -0.6 0.5 0.0
H 4.351558 1.641860 2.496886 0.3 -0.1 0.1
H 0.011270 1.284446 -0.295338 0.5 0.5 0.4
H -1.477406 -2.939993 -0.016605 0.5 0.5 1.3
H 0.698498 0.753742 -2.030944 -0.1 0.2 -0.1
H 1.539218 3.033723 1.666791 0.0 0.1 0.0
C -1.678821 -0.949282 0.065429 0.5 1.1 -1.4
H -1.261009 -0.698057 1.061510 -0.2 -0.4 -0.5
C -0.598993 -0.928387 -1.070013 0.0 -0.8 0.7
B 0.439216 0.354509 -0.923930 -0.6 -0.2 -1.0
O 3.101162 2.663844 -0.231676 -0.5 -2.2 1.9
H -1.095152 -0.829019 -2.064084 0.2 -0.1 0.5
H -3.698557 -0.328360 0.488525 0.4 0.3 -0.5
P 2.110091 -0.151451 -0.119415 -0.4 0.1 1.2
H -3.251958 -0.287738 -1.260157 0.1 0.5 0.6
C -2.902032 -0.033174 -0.232920 0.0 -1.2 0.3

17
Properties=species:S:1:pos:R:3:forces:R:3 method="wB97M-V/def2-TZVPD" e_lumo_ha=0.03276 gap_ha=0.38225 smiles=CCN.CN total_charge=0
N -1.684952 -1.622344 3.340935 0.1 2.2 -3.2
H 0.000855 0.999573 -3.237767 0.3 0.3 0.0
H 1.673115 1.572926 -3.018609 0.6 0.5 -0.5
H -0.963958 -2.178808 3.673770 1.5 -1.2 0.9
C -1.394301 -1.433705 1.833569 -1.2 0.8 0.7
H -1.086238 -2.336612 1.304502 0.0 -0.1 0.1
H -2.534184 -2.087934 3.504652 -1.2 -0.7 0.0
H -0.638284 -0.668993 1.725689 0.7 -0.1 0.3
H 0.093624 0.391029 -0.654072 -0.2 0.0 -1.3
H 1.773158 0.165955 -0.936484 0.0 -0.6 -0.3
H 1.923132 2.018877 0.099035 -1.7 0.4 -2.1
C 0.988615 0.790850 -2.803223 -2.0 -1.4 -0.5
H 1.290347 -0.156749 -3.273061 0.1 0.2 0.3
N 1.367068 2.121158 -0.835205 -0.6 -0.4 2.1
C 0.922598 0.740112 -1.304110 2.3 0.9 2.1
H -2.199877 -0.927468 1.221617 0.2 -1.0 1.2
H 0.469285 2.612132 -0.641238 1.2 0.0 0.2

17
Properties=species:S:1:pos:R:3:forces:R:3 method="wB97M-V/def2-TZVPD" e_lumo_ha=0.03804 gap_ha=0.37304 smiles=NCN.CC total_charge=0
C 2.588984 -0.592159 -0.506886 -0.3 -0.9 0.6
H 1.154441 -1.233143 0.944641 0.2 -0.3 0.6
C -1.492330 0.973859 -0.116660 0.8 -1.7 -1.1
H 2.832861 0.362344 -0.974123 -0.5 0.0 0.0
H 1.937044 -1.249625 -1.098386 0.1 0.7 -0.4
H 3.523870 -1.127362 -0.476983 0.5 -0.3 0.1
H 1.427458 0.448803 0.953194 0.4 -0.2 0.7
H 2.734032 -0.657935 1.666514 -0.3 0.2 0.3
H -0.637940 1.444057 -0.634704 -0.6 0.6 0.4
H -1.283447 -0.858916 0.511657 0.1 -0.4 0.9
N -2.146260 0.161389 -1.177714 0.9 0.5 0.7
C 1.954092 -0.508553 0.924918 0.5 0.6 -1.9
N -0.923317 0.016549 0.870060 -1.1 1.4 -0.9
H -2.288909 0.790253 -1.956787 -0.6 -0.3 -0.2
H -2.252900 1.617795 0.304990 0.4 0.7 0.4
H -1.271308 0.308281 1.773851 -0.1 -0.8 0.2
H -3.001925 -0.198430 -0.774256 -0.4 0.2 -0.6

Number 1: maximum force 2.0 eV/Å. Number 2: maximum force 6.4 eV/Å. Number 3: maximum force 4.7 eV/Å. Number 4: maximum force 1.5 eV/Å. Number 5: maximum force 3.6 eV/Å. Number 6: maximum force 3.9 eV/Å. Number 7: maximum force 2.2 eV/Å.